(1)
{
  "formula": "C7H17N7",
  "method": "wB97M-V/def2-TZVPD",
  "elements": ["H", "N", "C", "C", "N", "C", "C", "N", "C", "N", "N", "N", "N", "C", "C", "H", "H", "H", "H", "H", "H", "H", "H", "H", "H", "H", "H", "H", "H", "H", "H"],
  "xyz": [[-2.184, -1.859, 0.314], [-2.025, -1.123, 1.056], [-1.157, -0.215, 1.148], [-1.465, 0.802, 2.252], [-2.811, 0.532, 2.983], [-1.472, 2.229, 1.668], [-0.823, 2.292, 0.319], [-0.184, 1.384, -0.235], [0.109, 0.220, 0.472], [0.543, -0.743, -0.579], [0.315, -1.998, -0.325], [0.593, -3.032, -1.121], [1.163, -0.287, -1.668], [2.368, -0.860, -2.295], [3.392, 0.177, -2.743], [-0.534, 0.584, 2.958], [-3.489, 1.412, 2.819], [-2.799, 0.250, 3.891], [-3.173, -0.314, 2.490], [-1.263, 2.946, 2.419], [-2.584, 2.561, 1.570], [-0.894, 3.099, -0.333], [0.829, 0.296, 1.215], [0.243, -3.939, -0.729], [0.707, -3.022, -2.080], [0.952, 0.636, -1.865], [2.782, -1.563, -1.621], [2.097, -1.443, -3.339], [3.666, 0.935, -2.108], [4.100, -0.643, -2.982], [3.002, 0.687, -3.551]],
  "mulliken_charge": [0.2990, -0.6376, 0.2453, -0.2820, -0.2615, -0.9937, -0.3656, -0.5976, 0.4429, 0.9940, -0.4462, -0.5045, -0.3647, -0.4703, -1.3381, 0.3520, 0.4066, 0.3152, 0.3719, 0.4898, 0.4193, 0.5777, 0.5243, 0.2961, 0.2307, 0.2677, 0.6078, 0.2527, 0.4463, 0.3191, 0.4035],
  "orbital_gap_ev": [8.98, 8.98],
  "relative_energy_kj_mol": 373.8,
  "total_energy_ha": -659.42645,
  "smiles": "[H]/N=C1/[C@H]([NH3+])CC=N[C@@H]1/[N+](=N/N)NCC",
  "total_charge": 2,
  "max_force_ev_per_a": 5.79,
  "e_homo_ha": [-0.5820, -0.5821]
}



(2)
{
  "formula": "C7H17NO",
  "method": "wB97M-V/def2-TZVPD",
  "elements": ["C", "C", "N", "C", "C", "C", "O", "H", "H", "H", "H", "H", "H", "H", "H", "H", "H", "H", "C", "C", "H", "H", "H", "H", "H", "H"],
  "xyz": [[-0.526, -0.030, 0.778], [-0.805, 1.318, -0.062], [-1.170, 0.935, -1.350], [-2.528, 0.743, -1.389], [-0.393, 1.091, -2.552], [1.011, 0.934, -2.371], [-1.169, 1.165, -3.536], [-1.570, -0.536, 0.801], [-0.373, 0.544, 1.826], [0.492, -0.571, 0.432], [-1.537, 1.923, 0.472], [0.050, 1.878, -0.029], [-3.231, 0.545, -0.468], [-2.996, 1.225, -2.212], [-2.792, -0.334, -1.664], [1.369, 0.020, -1.963], [1.383, 0.882, -3.435], [1.639, 1.621, -1.799], [1.137, -2.073, 1.955], [2.186, -1.263, 2.641], [1.216, -3.223, 1.932], [0.166, -1.804, 2.511], [0.812, -1.877, 0.969], [3.214, -1.601, 2.433], [2.117, -1.285, 3.804], [2.299, -0.227, 2.275]],
  "mulliken_charge": [-0.1866, -1.3808, 0.3571, -1.1941, 0.8162, -1.2813, -0.6545, 0.2404, 0.2549, -0.1557, 0.4734, 0.4725, 0.2905, 0.4577, 0.3417, 0.2960, 0.3333, 0.3466, -0.7779, -0.7821, 0.2932, 0.2271, 0.3995, 0.3216, 0.2433, 0.2480],
  "orbital_gap_ev": 9.09,
  "relative_energy_kj_mol": 445.7,
  "total_energy_ha": -406.76057,
  "smiles": "CCN(C)C(C)=O.CC",
  "total_charge": 0,
  "max_force_ev_per_a": 7.86,
  "e_homo_ha": -0.3099
}



(3)
{
  "formula": "C7H17NO",
  "method": "wB97M-V/def2-TZVPD",
  "elements": ["C", "C", "C", "C", "N", "O", "H", "H", "H", "H", "H", "H", "H", "H", "H", "H", "H", "C", "C", "C", "H", "H", "H", "H", "H", "H"],
  "xyz": [[-0.995, -0.715, 1.095], [-1.122, 1.762, -0.299], [-1.169, -0.302, -1.603], [-2.487, -0.944, 1.164], [-0.715, 0.365, -0.385], [-0.212, -1.698, 0.894], [1.205, -1.163, 0.453], [-0.668, 0.047, 1.829], [-2.210, 1.833, -0.297], [-0.733, 2.192, 0.622], [-0.695, 0.133, -2.487], [-2.251, -0.211, -1.695], [-0.896, -1.353, -1.526], [-0.732, 2.337, -1.145], [-2.707, -1.396, 2.131], [-3.038, -0.010, 1.089], [-2.805, -1.629, 0.382], [2.794, 0.498, 1.007], [2.146, -0.448, 0.036], [2.578, -0.575, -1.214], [0.347, 0.282, -0.350], [3.517, 1.163, 0.526], [2.044, 1.118, 1.506], [3.303, -0.059, 1.797], [3.363, 0.057, -1.630], [2.139, -1.283, -1.902]],
  "mulliken_charge": [0.5347, -0.9720, -1.0529, -1.3056, 0.0899, -0.7706, 0.4012, 0.2608, 0.3554, 0.3048, 0.3856, 0.3985, 0.3147, 0.3492, 0.3866, 0.3251, 0.3155, -1.1143, 0.1902, -0.8090, -0.0355, 0.3638, 0.2349, 0.2832, 0.2714, 0.2943],
  "orbital_gap_ev": 9.09,
  "relative_energy_kj_mol": 312.8,
  "total_energy_ha": -406.81120,
  "total_charge": 0,
  "max_force_ev_per_a": 3.06,
  "e_homo_ha": -0.3069
}



(4)
{
  "formula": "C7H17NO",
  "method": "wB97M-V/def2-TZVPD",
  "elements": ["C", "C", "C", "N", "O", "H", "H", "H", "H", "H", "H", "H", "C", "C", "C", "C", "H", "H", "H", "H", "H", "H", "H", "H", "H", "H"],
  "xyz": [[2.447, 0.449, 1.324], [1.928, -0.963, 1.068], [1.726, -1.388, -0.363], [2.023, -0.540, -1.397], [1.160, -2.442, -0.594], [2.846, 0.512, 2.329], [1.639, 1.176, 1.217], [3.214, 0.723, 0.612], [2.384, -1.768, 1.648], [0.910, -1.068, 1.441], [2.023, -1.007, -2.290], [2.643, 0.241, -1.258], [-1.677, 0.128, -1.730], [-2.142, 0.494, -0.307], [-1.897, -0.630, 0.676], [-1.561, 1.789, 0.205], [-0.733, -0.430, -1.702], [-1.435, 1.022, -2.317], [-2.497, -0.370, -2.237], [-3.228, 0.657, -0.393], [-0.920, -0.704, 1.135], [-2.576, -0.583, 1.521], [-2.103, -1.633, 0.289], [-0.503, 1.820, -0.072], [-2.079, 2.691, -0.112], [-1.591, 1.824, 1.306]],
  "mulliken_charge": [-1.0625, 0.0218, 0.4308, -0.2956, -0.6641, 0.3444, 0.1895, 0.3383, 0.3720, -0.0439, 0.2642, 0.1609, -1.2634, 0.9935, -1.4047, -1.3795, 0.1897, 0.3634, 0.3760, 0.1653, 0.0765, 0.4847, 0.3841, 0.2313, 0.3685, 0.3590],
  "orbital_gap_ev": 10.59,
  "relative_energy_kj_mol": 48.5,
  "total_energy_ha": -406.91184,
  "smiles": "CCC(N)=O.CC(C)C",
  "total_charge": 0,
  "max_force_ev_per_a": 1.41,
  "e_homo_ha": -0.3576
}



(5)
{
  "formula": "C7H17NO",
  "method": "wB97M-V/def2-TZVPD",
  "elements": ["C", "C", "C", "O", "H", "H", "H", "H", "H", "H", "C", "N", "C", "C", "C", "H", "H", "H", "H", "H", "H", "H", "H", "H", "H", "H"],
  "xyz": [[-1.645, 1.640, -1.082], [-0.459, 2.258, -1.064], [0.384, 2.477, -2.282], [0.054, 2.684, 0.143], [-2.080, 1.264, -2.001], [-2.199, 1.489, -0.162], [1.421, 2.185, -2.088], [0.030, 1.885, -3.133], [0.368, 3.533, -2.566], [0.946, 3.044, -0.009], [0.843, -1.316, -1.023], [1.154, -1.600, 0.368], [0.148, -1.110, 1.322], [0.586, -1.571, 2.715], [-1.266, -1.621, 1.037], [0.748, -0.245, -1.203], [-0.067, -1.825, -1.354], [1.657, -1.683, -1.656], [2.050, -1.168, 0.596], [0.136, -0.013, 1.316], [0.644, -2.664, 2.772], [1.571, -1.166, 2.975], [-0.121, -1.233, 3.480], [-1.274, -2.703, 0.865], [-1.936, -1.411, 1.878], [-1.694, -1.134, 0.156]],
  "mulliken_charge": [-0.9471, 0.8367, -1.3761, -0.5278, 0.2833, 0.3105, 0.3909, 0.3076, 0.3783, 0.3152, -0.7534, -0.4910, 1.0639, -1.5238, -1.5054, 0.1249, 0.2883, 0.3808, 0.2841, 0.0102, 0.3400, 0.3735, 0.3857, 0.3983, 0.3971, 0.2552],
  "orbital_gap_ev": 9.20,
  "relative_energy_kj_mol": 158.9,
  "total_energy_ha": -406.86980,
  "smiles": "C=C(C)O.CNC(C)C",
  "total_charge": 0,
  "max_force_ev_per_a": 0.97,
  "e_homo_ha": -0.3131
}



(6)
{
  "formula": "C7H17NO",
  "method": "wB97M-V/def2-TZVPD",
  "elements": ["C", "C", "N", "C", "C", "C", "O", "H", "H", "H", "H", "H", "H", "H", "H", "H", "H", "H", "C", "C", "H", "H", "H", "H", "H", "H"],
  "xyz": [[1.983, 1.413, -1.823], [0.510, 0.941, -1.778], [0.267, -0.475, -1.548], [1.301, -1.404, -1.209], [-0.997, -0.706, -0.836], [-2.354, 0.037, -0.719], [-1.079, -1.895, -0.591], [2.509, 1.391, -0.888], [2.204, 2.251, -2.519], [2.712, 0.565, -2.510], [-0.020, 1.510, -0.884], [0.048, 1.490, -2.637], [2.330, -1.534, -1.459], [1.640, -1.666, -0.071], [0.870, -2.415, -1.699], [-3.183, -0.615, -0.592], [-2.313, 0.649, 0.188], [-2.630, 0.569, -1.670], [-0.595, 0.731, 3.126], [-0.272, -0.725, 2.716], [-0.027, 1.030, 4.012], [-0.555, 1.363, 2.242], [-1.609, 0.913, 3.464], [-1.155, -1.245, 2.361], [0.134, -1.393, 3.541], [0.279, -0.779, 1.783]],
  "mulliken_charge": [-1.1957, -0.0189, 0.1218, -0.8778, 0.5671, -1.1285, -0.5352, 0.3370, 0.3700, 0.2224, 0.1283, 0.2148, 0.4178, 0.1937, 0.2450, 0.3452, 0.2394, 0.3370, -0.8792, -0.4077, 0.3033, 0.2464, 0.2836, 0.2451, 0.3419, -0.1167],
  "orbital_gap_ev": 9.67,
  "relative_energy_kj_mol": 443.2,
  "total_energy_ha": -406.76153,
  "smiles": "CCN(C)C(C)=O.CC",
  "total_charge": 0,
  "max_force_ev_per_a": 5.75,
  "e_homo_ha": -0.3267
}



What is the formula in the first record?
C7H17N7